The following is a quantum chemistry calculation of a 6-piece molecular cluster, C13H35BrN9O5 overall, from the Open Molecules 2025 dataset.

```
63
Properties=species:S:1:pos:R:3:forces:R:3:mulliken_charge:R:1
Br -16.19313 26.64554 13.28429 0.02 0.14 0.11 -0.99
C -16.95481 19.07940 9.49369 1.58 0.07 0.08 -1.87
C -16.29831 18.97814 10.91467 -0.19 -0.92 1.51 1.61
C -16.23210 17.41711 11.27259 -0.35 0.20 0.94 -0.98
C -15.16896 16.90243 12.27498 -0.27 0.17 -0.25 -0.88
C -13.84765 17.59126 12.08302 -1.04 -0.37 -0.17 -1.22
C -13.99508 19.11086 12.02709 0.99 0.29 -0.02 1.45
N -14.92495 19.53866 10.95303 -0.37 -1.16 -0.84 0.10
O -14.91895 20.93451 10.67326 0.25 -0.87 0.17 -0.44
C -14.25170 19.67117 13.44825 0.35 -0.64 0.00 -1.62
C -12.59294 19.52212 11.55587 0.04 0.91 -0.94 -1.92
C -17.21279 19.61589 12.04306 0.24 -0.69 -0.77 -1.71
H -16.32480 18.53354 8.79141 0.26 -0.42 0.17 0.47
H -16.87616 20.07123 9.04851 -0.65 0.30 0.52 0.37
H -17.93290 18.60749 9.40014 -0.14 0.41 0.43 0.37
H -17.08796 17.22169 11.91867 -0.79 0.11 -0.78 0.24
H -16.33110 16.74707 10.41858 0.28 0.36 -0.28 0.42
H -15.04619 15.82442 12.17054 -0.09 -0.10 -0.18 0.38
H -15.60637 17.02117 13.26628 0.39 0.28 0.28 0.36
H -13.46892 17.21831 11.13139 0.27 0.24 -0.14 0.41
H -13.13386 17.31597 12.85943 0.06 0.14 0.03 0.49
H -13.46045 19.23537 14.05828 0.32 0.34 0.11 0.43
H -14.17589 20.75686 13.50845 -0.11 0.00 -0.02 0.41
H -15.14723 19.30895 13.95315 -0.23 0.22 -0.40 0.31
H -12.48298 19.20384 10.51918 -0.28 0.10 -0.19 0.48
H -12.51335 20.60912 11.54268 0.35 0.00 0.16 0.40
H -11.72642 19.05062 12.01947 -0.34 0.14 0.79 0.36
H -17.00181 19.30325 13.06573 0.64 -0.14 -0.15 0.38
H -18.19223 19.16319 11.88859 -0.41 0.76 -0.24 0.47
H -17.16816 20.70496 12.03690 -0.52 -0.03 -0.24 0.36
H -15.11264 21.38386 11.49920 -0.23 0.35 0.40 0.36
C -15.02215 29.98177 18.88023 -0.54 -1.46 -0.07 0.65
O -14.96834 30.80789 19.74565 -0.05 1.72 1.23 -0.64
N -16.12667 29.39232 18.42417 -2.97 0.25 -0.07 -0.40
N -13.98275 29.37532 18.34097 2.81 -0.15 -0.47 -0.41
H -16.98400 29.76744 18.80413 -0.03 -0.42 -0.42 0.21
H -16.11546 28.65132 17.73796 -0.31 0.31 0.25 0.18
H -13.11030 29.74534 18.69027 0.22 -0.53 -0.75 0.22
H -14.13068 28.77852 17.53968 0.84 0.23 0.21 0.20
C -10.16887 28.81977 12.39157 3.16 3.63 -0.77 0.64
O -9.01627 29.18292 12.15285 -0.04 -0.49 -0.07 -0.68
N -11.18802 29.66032 12.47577 -2.83 2.05 0.40 -0.37
N -10.58480 27.62685 12.60552 -0.84 -5.05 0.65 -0.34
H -11.14762 30.66701 12.54672 0.50 -0.46 -0.08 0.22
H -12.03775 29.21920 12.79742 -0.21 0.86 -0.14 0.14
H -10.00384 26.83338 12.37539 -0.27 0.21 0.19 0.22
H -11.57064 27.51665 12.79555 0.40 -0.80 -0.17 0.17
C -18.56288 33.21308 12.45609 1.36 0.67 -3.41 0.68
O -18.78913 34.27517 11.91146 -0.92 1.27 0.19 -0.68
N -18.66290 32.90969 13.69553 -1.36 0.46 4.90 -0.38
N -18.00032 32.22756 11.78000 1.08 -2.32 -2.43 -0.40
H -18.43335 31.99104 14.04694 -0.21 0.57 0.24 0.20
H -19.00440 33.68437 14.24630 0.07 -0.65 0.58 0.22
H -17.77116 31.33963 12.20329 -0.02 0.15 -0.41 0.16
H -17.90813 32.35106 10.78183 0.04 -0.22 0.33 0.20
C -23.02101 27.36347 13.13350 -3.11 3.77 1.15 0.64
O -24.16985 27.79642 13.08657 -0.77 -0.78 -0.26 -0.69
N -22.50242 26.43804 12.43535 0.74 -5.65 -4.13 -0.37
N -22.12230 27.95029 13.86820 2.39 1.32 2.21 -0.39
H -21.54287 26.12330 12.45218 -0.26 0.26 0.22 0.19
H -23.14115 25.82001 11.95560 0.18 0.18 -0.06 0.22
H -22.37655 28.82491 14.30466 0.60 -0.28 -0.08 0.22
H -21.20358 27.56410 13.70415 0.33 1.17 0.94 0.18
```
Positions in Å, forces in eV/Å.

Values from the calculation:
Orbital gap ... 6.8832 eV
Largest force on an atom ... 7.03 eV Å⁻¹
Total charge ... -1
LUMO ... 2.13 eV
HOMO level ... -4.755 eV

The following is a quantum chemistry calculation of one molecule with the formula C4H9N3S, from the Open Molecules 2025 dataset.

```
17
Properties=species:S:1:pos:R:3:forces:R:3:mulliken_charge:R:1
C -0.89671 -1.02646 1.69306 -0.88 0.05 0.25 -0.67
C -0.24060 0.33131 -0.64198 -0.05 -0.28 -0.06 0.53
C 0.09597 1.54080 0.11796 -0.29 0.33 -0.17 -0.41
C 1.05436 1.69745 1.04167 0.47 0.85 0.71 -0.12
H -1.94915 -0.68288 1.53249 0.91 -0.28 0.14 0.24
H -0.36594 -0.30367 2.32041 -0.07 -0.12 -0.22 0.24
H -0.92127 -1.99845 2.21437 0.03 0.39 -0.28 0.32
H -0.48999 2.42082 -0.17886 0.36 -0.39 0.23 0.25
H 1.17770 2.70167 1.51293 -0.23 -0.88 -0.48 0.28
H 2.41322 0.94466 2.39790 -0.16 -0.06 -0.34 0.22
H 1.93430 -0.15716 1.16222 0.04 0.14 0.17 0.22
H -1.68311 -0.33845 -3.28928 0.08 -0.22 0.16 0.26
H -1.29208 -1.43208 -2.03018 -0.04 0.10 -0.32 0.22
N 2.01609 0.80118 1.47873 -0.28 0.00 -0.13 -0.39
N -0.68923 0.45847 -1.82795 0.13 0.31 -0.03 -0.41
N -1.00401 -0.62797 -2.59604 -0.09 -0.04 0.34 -0.50
S -0.07261 -1.30218 0.10691 0.04 0.09 0.02 -0.26
```
Positions in Å, forces in eV/Å.

Values from the calculation:
SMILES ... CSC(/C=C\N)=N\N
Orbital gap ... 8.4136 eV
Largest force on an atom ... 1.20 eV Å⁻¹
ΔE to the lowest compared entry with this formula, charge and spin ... 141.98 kJ/mol
Total charge ... 0
LUMO ... 0.69 eV
HOMO level ... -7.725 eV